1.
DFT (wB97M-V/def2-TZVPD) results for a cluster of 2 separate species, C5H11NO2 in total in a non-equilibrium geometry.

The geometry in XYZ format:
```
19
Properties=species:S:1:pos:R:3:forces:R:3
C 0.5288 2.1929 -1.3361 -0.21 0.45 -0.21
C 0.2669 0.9169 -1.5869 0.06 -0.16 1.42
C 0.8882 -0.1940 -0.7559 0.76 -0.19 -0.38
C -0.0338 -1.2549 -0.1383 0.76 0.30 -0.50
N 0.6824 -2.5334 -0.0123 -0.05 0.03 0.16
C -0.3187 -0.9685 1.3174 -1.45 -0.51 0.52
O 0.1045 -0.0634 1.9793 0.29 0.29 -0.16
H 0.0968 2.9971 -1.9084 -0.36 -0.07 -0.29
H 1.0799 2.5946 -0.4917 0.51 -0.59 -0.06
H -0.5505 0.6523 -2.2449 0.29 -0.05 -0.52
H 1.6013 -0.7521 -1.3849 -0.22 0.15 -0.11
H 1.5339 0.2385 0.0147 -0.21 0.04 0.03
H -0.9196 -1.3228 -0.7829 -0.30 0.00 0.48
H 1.2137 -2.7497 -0.8387 0.01 -0.09 -0.20
H 0.0619 -3.3024 0.2056 0.02 0.01 -0.10
H -1.0002 -1.7195 1.8155 0.46 0.19 -0.32
O -1.6854 1.7133 0.4194 -1.14 0.04 0.81
H -2.1608 1.6345 1.2732 0.42 0.11 -0.71
H -0.8177 1.3569 0.6026 0.36 0.04 0.15
```
Positions in Å, forces in eV/Å.

Energy relative to the best compared isomer or geometry (same formula, charge and spin) (kJ/mol): 222.77
SMILES string: C=CC[C@@H](N)C=O.O
Frontier orbital gap (eV): 10.38
HOMO (hartree): -0.352
M (g/mol): 117.1
Max |F| (eV Å⁻¹): 1.6

Atomic partial charges in e from the natural (NBO) method, atoms 1 to 2: number 1, C, carries -0.37; number 2, C, carries -0.19



2.
DFT (wB97M-V/def2-TZVPD) results for a cluster of 5 separate species, C4H16O4 in total in a non-equilibrium geometry.

The geometry in XYZ format:
```
24
Properties=species:S:1:pos:R:3:forces:R:3
C 0.9816 0.2322 -2.1686 0.89 -1.38 0.31
C 0.8232 1.1906 -1.2697 -0.05 0.25 -0.82
C 1.9156 1.7701 -0.4274 -0.48 0.29 0.42
C 1.4222 1.9994 1.0123 -0.04 0.22 0.10
H 0.2469 -0.3200 -2.7450 -0.48 0.77 -0.09
H 1.9441 -0.2802 -2.2426 0.04 0.32 0.05
H -0.1359 1.6774 -1.2046 -0.37 0.11 0.23
H 2.7620 1.0938 -0.3884 0.20 -0.08 -0.26
H 2.2310 2.7229 -0.8644 0.14 -0.12 0.01
H 2.2364 1.9109 1.7136 0.34 -0.38 0.26
H 1.0466 3.0015 1.2327 -0.31 -0.05 -0.49
H 0.6499 1.2689 1.2606 0.10 0.06 0.17
O -5.2549 -2.4178 0.3573 -0.13 -0.27 0.18
H -4.8742 -1.6027 0.0215 0.26 -0.11 0.09
H -4.5700 -2.8762 0.8650 -0.09 0.37 -0.28
O 5.3228 -3.3950 1.4412 0.20 -0.03 -0.04
H 5.7228 -2.9201 0.7043 -0.06 -0.03 0.06
H 6.0513 -3.8973 1.8257 -0.13 0.06 -0.03
O -5.4480 2.6268 1.1494 0.02 0.72 0.18
H -4.8433 2.0570 0.6721 -0.31 -0.38 0.07
H -6.2349 2.1537 1.4334 0.29 -0.35 -0.24
O -0.8951 -1.9833 -0.4724 0.01 -0.16 -0.21
H -0.5207 -2.7674 -0.8965 -0.10 0.19 0.15
H -0.5795 -1.2451 -1.0094 0.07 -0.04 0.18
```
Positions in Å, forces in eV/Å.

Energy relative to the best compared isomer or geometry (same formula, charge and spin) (kJ/mol): 142.15
SMILES string: C=CCC.O.O.O.O
Frontier orbital gap (eV): 10.51
HOMO (hartree): -0.370
M (g/mol): 128.2
Max |F| (eV Å⁻¹): 1.7

Atomic partial charges in e from the natural (NBO) method, atoms 1 to 2: number 1, C, carries -0.43; number 2, C, carries -0.15



3.
DFT (wB97M-V/def2-TZVPD) results for a cluster of 8 separate species, C6H26BF4O11S2 in total in a non-equilibrium geometry.

The geometry in XYZ format:
```
50
Properties=species:S:1:pos:R:3:forces:R:3
B 0.3804 0.6777 -0.5604 1.47 1.34 0.20
F -0.3105 1.0876 0.5617 -0.19 -0.06 1.16
F 1.7248 1.0820 -0.5280 0.26 -0.22 0.94
F 0.2461 -0.6188 -0.8358 0.05 -3.19 0.44
F -0.0978 1.3184 -1.6398 -2.03 2.11 -2.10
O -2.4523 -4.4378 -1.4849 1.60 0.32 -2.18
S -1.4399 -4.1348 -2.5190 0.19 2.24 3.09
O -1.1297 -5.0554 -3.5618 -0.61 -0.14 -0.61
O -1.7764 -2.5591 -3.1158 1.26 -3.47 1.76
C -3.0243 -2.3741 -3.7131 -1.60 1.53 -1.74
C -2.7729 -1.9919 -5.1415 1.14 1.05 -1.40
C 0.2427 -3.7643 -1.6855 -2.07 0.20 -0.62
H -3.5593 -1.5576 -3.2281 0.27 0.03 0.47
H -3.7842 -3.1440 -3.8472 0.64 -1.07 1.13
H -2.2241 -1.0652 -5.3093 -0.12 0.44 0.78
H -3.6683 -1.8702 -5.7511 -0.16 -0.51 0.07
H -2.0324 -2.6540 -5.5903 -0.53 -0.73 -0.16
H 0.7198 -4.7144 -1.4452 -0.19 -0.02 -0.48
H 0.0494 -3.2281 -0.7564 -0.05 0.23 -0.34
H 0.7461 -3.1613 -2.4413 0.23 -0.12 0.30
O -1.3252 1.6033 5.7603 0.56 1.64 -1.16
S -0.8223 2.7384 4.9749 0.79 -0.24 0.53
O -1.2421 4.1042 5.2749 0.56 -2.08 -0.62
O 0.8412 2.7761 5.1676 -1.17 -0.70 0.31
C 1.5881 1.4730 5.0562 -1.16 0.98 -1.74
C 2.8831 1.8562 4.3043 0.41 -0.11 1.46
C -1.0509 2.2748 3.1780 1.40 -0.13 1.36
H 0.8343 0.8467 4.5794 0.64 -0.38 -0.69
H 1.7656 0.9221 5.9799 0.10 0.88 0.50
H 3.5010 2.2805 5.0957 0.22 0.17 0.15
H 2.8546 2.6667 3.5761 -0.73 -0.48 -0.26
H 3.4874 1.0234 3.9445 -0.49 -0.13 -0.25
H -0.5803 2.9744 2.4873 -0.91 0.67 0.22
H -2.0818 1.9392 3.0651 0.19 0.45 -0.22
H -0.3588 1.4488 3.0141 -0.36 -0.48 0.35
O 4.2553 0.9278 -0.0717 1.04 0.05 0.07
H 4.3481 0.2286 0.5754 -0.07 -0.12 0.18
H 3.3112 1.0721 -0.1354 -0.37 0.02 -0.13
O -2.8149 0.7527 -0.8025 -0.66 -0.01 -0.19
H -1.8858 0.9825 -0.8187 0.21 0.14 -0.10
H -2.9472 0.3484 0.0549 0.05 -0.09 0.14
O 2.4815 -0.6172 2.1760 0.26 0.04 0.12
H 2.2632 -1.1093 2.9675 -0.04 -0.16 0.20
H 1.7446 -0.7736 1.5854 -0.25 0.07 -0.40
O 1.5647 3.2187 -2.5998 0.41 0.69 -0.27
H 1.0275 2.9812 -3.3556 -0.09 -0.15 -0.06
H 1.0146 3.0190 -1.8423 -0.06 -0.31 0.12
O -0.1385 -0.1642 -3.8453 0.02 -0.31 -0.89
H -0.4506 0.7401 -3.8134 0.01 0.09 0.24
H 0.0951 -0.3696 -2.9401 -0.04 0.04 0.30
```
Positions in Å, forces in eV/Å.

Energy relative to the best compared isomer or geometry (same formula, charge and spin) (kJ/mol): 33.89
Total charge: -1
Frontier orbital gap (eV): 10.10
HOMO (hartree): -0.289
M (g/mol): 425.2
Max |F| (eV Å⁻¹): 4.1

Atomic partial charges in e from the natural (NBO) method, atoms 1 to 2: number 1, B, carries 1.31; number 2, F, carries -0.57



4.
DFT (wB97M-V/def2-TZVPD) results for a cluster of 3 separate species, C29H57IN4O5 in total in a non-equilibrium geometry.

The geometry in XYZ format:
```
96
Properties=species:S:1:pos:R:3:forces:R:3
C 5.3238 -2.5964 3.8954 0.27 0.58 0.08
C 4.3147 -1.4521 3.2963 -0.15 0.27 0.60
C 3.5926 -1.8288 1.8756 -0.49 0.39 -0.28
C 4.2449 -1.1368 0.5453 0.76 -1.47 -1.09
N 4.7276 0.2834 0.7142 -3.13 -0.19 -0.82
C 3.6787 1.2081 1.2903 2.61 0.63 2.32
O 2.7053 1.8158 0.3637 0.14 2.89 1.86
C 2.7656 3.2770 0.6369 -1.54 2.29 0.93
O 1.8029 4.1992 0.7109 6.75 -6.77 -1.01
O 4.2209 3.4691 0.8856 -2.69 0.54 0.97
C 4.6406 2.4445 1.8767 -1.82 -0.86 0.06
C 4.0263 2.8230 3.3559 1.19 1.59 0.88
N 4.5880 1.9309 4.4827 -1.38 0.57 -0.19
C 6.2612 2.1474 1.8416 -0.03 1.53 0.21
C 7.1550 3.3372 2.6050 0.47 -1.24 0.46
C 8.5903 2.5835 3.0131 -1.12 0.47 0.80
I 9.5498 1.6134 1.2540 -0.35 0.58 0.89
H 5.2389 -3.5634 3.2251 0.42 1.87 1.57
H 6.4235 -2.1321 3.8835 -2.32 -1.41 -0.11
H 5.0775 -2.8343 5.0374 0.46 0.37 -2.64
H 4.9301 -0.4481 3.2398 -1.45 -1.98 -0.03
H 3.4473 -1.2853 4.0835 1.74 -0.27 -1.60
H 2.4592 -1.4601 1.9307 2.40 -1.06 -0.10
H 3.6387 -3.0089 1.7214 -0.33 2.61 0.28
H 5.2052 -1.7842 0.2618 -1.93 1.45 0.58
H 3.5549 -1.1773 -0.4203 0.96 -0.35 2.22
H 4.9051 0.6610 -0.2637 -0.11 -0.58 1.61
H 3.1318 0.8921 2.3022 0.98 -0.32 -2.82
H 4.3984 3.9230 3.6199 -1.10 -2.17 -0.86
H 2.8588 2.7932 3.4261 2.13 0.20 -0.70
H 3.7733 1.4139 4.8929 1.23 0.55 -0.47
H 4.9592 2.5179 5.2616 -0.50 -0.58 -1.05
H 6.5798 2.1724 0.7074 -0.62 -0.39 2.43
H 6.5738 1.1434 2.3933 -1.19 2.11 -1.51
H 7.3290 4.2784 1.9300 -0.34 -1.87 1.37
H 6.6755 3.6397 3.6552 0.98 -0.56 -2.40
H 9.3808 3.3233 3.4573 -1.58 -1.59 -0.84
H 8.3350 1.6785 3.7440 0.72 2.15 -1.55
C -1.6115 1.7212 -2.1102 -0.10 0.15 -0.13
C -0.4755 0.6639 -2.1538 -0.86 0.99 1.53
C 0.9047 1.3730 -2.1241 0.01 -0.13 -0.29
C 1.2578 2.0509 -3.4436 -0.06 -0.02 -0.03
C 1.1606 1.0654 -4.6051 0.05 -0.10 0.34
C -0.2116 0.3437 -4.6794 -0.51 0.52 -1.86
N -0.6428 -0.2233 -3.3552 4.07 -2.91 0.81
O 0.1216 -1.3853 -3.1264 -2.45 2.82 -0.63
C -1.2868 1.3273 -5.2143 -0.13 0.21 0.05
C -0.1423 -0.7428 -5.8031 0.23 -0.38 0.70
C -0.6663 -0.1042 -0.8022 0.33 -0.50 -0.57
H -2.5913 1.2551 -2.2750 0.22 0.02 -0.05
H -1.6527 2.2147 -1.1306 0.19 -0.30 -0.13
H -1.4906 2.5318 -2.8240 -0.01 -0.09 -0.11
H 1.6933 0.6473 -1.8850 -0.24 -0.08 -0.03
H 0.9285 2.1198 -1.3205 -0.28 -0.27 -0.09
H 0.6046 2.9120 -3.6175 0.01 -0.04 0.01
H 2.2773 2.4507 -3.3881 -0.13 -0.03 0.00
H 1.3586 1.5994 -5.5434 -0.26 -0.21 0.02
H 1.9677 0.3276 -4.5011 -0.25 -0.09 0.02
H -2.2949 0.9098 -5.1049 0.20 0.05 0.08
H -1.1398 1.5302 -6.2840 0.14 -0.27 0.26
H -1.2630 2.3070 -4.7423 -0.04 -0.08 0.13
H 0.6550 -1.4768 -5.6375 -0.25 0.14 0.20
H 0.0673 -0.2871 -6.7789 -0.11 0.22 0.37
H -1.0933 -1.2817 -5.8900 0.15 0.10 0.11
H -1.6294 -0.6278 -0.7795 0.14 0.06 -0.11
H -0.6492 0.5891 0.0468 -0.01 0.14 -0.40
H 0.1274 -0.8344 -0.6124 -0.15 0.04 -0.26
C -5.3439 -3.6652 -0.5495 -0.07 -0.17 0.14
C -5.5070 -2.1253 -0.6621 1.42 -1.24 -0.73
C -4.6786 -1.4258 0.4483 -0.28 0.16 0.07
C -5.3024 -1.5581 1.8334 -0.02 -0.02 0.02
C -6.7499 -1.0741 1.8272 0.23 0.11 -0.25
C -7.6178 -1.7604 0.7386 -1.42 -0.74 1.17
N -6.9631 -1.7564 -0.6150 0.62 5.00 -0.38
O -7.0807 -0.4515 -1.1351 0.03 -3.65 1.03
C -7.9382 -3.2161 1.1721 0.10 -0.22 0.05
C -9.0275 -1.0817 0.7251 0.46 0.42 -0.54
C -4.8462 -1.8083 -2.0464 -0.59 0.54 0.18
H -6.0304 -4.1858 -1.2292 0.06 0.18 0.16
H -4.3269 -3.9745 -0.8232 -0.19 0.32 -0.05
H -5.4912 -4.0544 0.4545 -0.14 0.04 0.01
H -4.5697 -0.3578 0.2174 -0.16 -0.12 -0.15
H -3.6604 -1.8341 0.4738 -0.20 -0.09 -0.24
H -5.2478 -2.5953 2.1795 -0.02 0.02 -0.04
H -4.7230 -0.9680 2.5534 -0.07 -0.09 -0.08
H -7.1862 -1.2416 2.8203 -0.17 -0.09 -0.28
H -6.7501 0.0140 1.6766 -0.10 -0.16 -0.19
H -8.3889 -3.7841 0.3494 0.15 0.14 0.08
H -8.6575 -3.2320 2.0025 0.13 0.27 -0.26
H -7.0764 -3.7661 1.5435 0.05 0.01 -0.15
H -8.9792 -0.0029 0.5361 0.15 -0.29 -0.15
H -9.5281 -1.1944 1.6948 0.37 -0.21 -0.12
H -9.6763 -1.5351 -0.0338 0.19 0.06 0.07
H -5.4030 -2.2789 -2.8654 0.01 0.10 0.19
H -3.8193 -2.1899 -2.0855 -0.25 -0.09 0.29
H -4.7777 -0.7342 -2.2488 -0.25 -0.17 0.11
```
Positions in Å, forces in eV/Å.

⟨S²⟩: 2.010
Energy relative to the best compared isomer or geometry (same formula, charge and spin) (kJ/mol): 674.16
Frontier orbital gap (spin up / spin down) (eV): 9.25 / 9.26
HOMO (spin up / spin down) (hartree): -0.331 / -0.348
M (g/mol): 668.7
Max |F| (eV Å⁻¹): 9.6
Multiplicity: 3

Atomic partial charges in e from the Löwdin method, atoms 1 to 2: number 1, C, carries -0.14; number 2, C, carries -0.27